Entry 1:
ORCA calculation (ωB97M-V with the def2-TZVPD basis set) on a structure of composition C6H6BrNO.

The lowest unoccupied orbital energy is -2.07 eV. The calculation puts the orbital gap at 7.0998 eV. The highest occupied orbital energy is -0.3371 Ha.

Element x y z (Å)
Br1 -0.828 0.508 3.388
O1 2.309 0.192 3.032
N1 0.114 1.593 0.594
C1 -0.671 1.233 -0.417
C2 -0.003 -1.120 -0.171
C3 0.755 0.588 1.351
C4 0.788 -0.773 0.882
C5 1.719 1.009 2.410
C6 -0.955 -0.234 -0.729
H1 -1.098 2.127 -0.988
H2 -1.153 -0.358 -1.846
H3 0.255 -2.073 -0.562
H4 1.940 2.097 2.616
H5 1.489 -1.278 1.493
H6 -1.881 -0.581 -0.217

Mulliken atomic charge list, values in e, 2 entries:
1 Br -0.2673
2 O -0.4555

Entry 2:
ORCA calculation (ωB97M-V with the def2-TZVPD basis set) on a cluster of 6 separate species, C6H6Cl18 in total.

The lowest unoccupied orbital energy is 0.08 eV. The calculation puts the orbital gap at 11.2125 eV. The highest occupied orbital energy is -0.4092 Ha.

Element x y z (Å)
Cl1 0.690 5.897 2.224
Cl2 8.232 -1.180 -2.654
Cl3 6.605 -6.816 -0.815
Cl4 6.116 0.159 -1.303
Cl5 -7.406 -0.373 -7.141
Cl6 -1.798 -0.045 1.077
Cl7 0.171 8.076 4.013
Cl8 -5.225 0.584 -8.712
Cl9 8.515 -0.548 0.154
Cl10 -7.429 0.968 6.727
Cl11 -6.654 -1.642 7.612
Cl12 -0.548 5.416 4.915
Cl13 -1.280 0.205 -1.742
Cl14 -6.286 2.214 -6.534
Cl15 5.845 -6.653 -3.534
Cl16 3.813 -7.646 -1.643
Cl17 -4.949 0.588 8.210
Cl18 0.033 -1.931 -0.073
C1 7.861 0.003 -1.377
C2 5.232 -6.543 -1.876
C3 -0.596 -0.259 -0.211
C4 -6.041 -0.091 7.035
C5 -5.897 0.563 -7.068
C6 -0.429 6.446 3.470
H1 -5.141 0.189 -6.378
H2 4.873 -5.518 -1.791
H3 -1.343 6.675 2.921
H4 -5.491 -0.121 6.095
H5 8.356 0.926 -1.681
H6 0.172 0.458 0.080

Mulliken atomic charge list, values in e, 2 entries:
1 Cl -0.1091
2 Cl -0.1250

Entry 3:
ORCA calculation (ωB97M-V with the def2-TZVPD basis set) on a structure of composition C6H6Cl2InIrN2O3S.

Its spin multiplicity is 5. As for the total charge: +4. The lowest unoccupied orbital energy (spin up / spin down) is -16.36 / -18.89 eV. The calculation puts the orbital gap (spin up / spin down) at 6.3264 / 5.5849 eV. The highest occupied orbital energy (spin up / spin down) is -0.8337 / -0.8994 Ha.

Element x y z (Å)
Ir1 0.418 0.043 -1.005
In1 0.670 0.069 -4.487
Cl1 -1.317 0.372 -2.533
Cl2 1.335 -1.554 -2.578
S1 -0.090 1.521 0.489
O1 0.133 -2.114 -7.754
O2 -0.032 0.892 -8.168
O3 -1.257 -2.103 0.294
N1 1.086 0.529 2.744
N2 -1.079 0.743 2.918
C1 -0.668 0.353 4.248
C2 -0.163 0.921 -7.024
C3 0.378 -1.676 -6.724
C4 -0.032 0.892 2.101
C5 0.839 0.184 4.136
C6 -0.623 -1.244 -0.209
H1 -0.934 1.135 4.946
H2 1.142 -0.852 4.316
H3 2.000 0.631 2.323
H4 1.391 0.890 4.779
H5 -1.157 -0.569 4.552
H6 -2.041 0.935 2.637

Mulliken atomic charge list, values in e, 2 entries:
1 Ir 1.1920
2 In 1.2243

Entry 4:
ORCA calculation (ωB97M-V with the def2-TZVPD basis set) on a structure of composition C6H6Cl2N2O3PmSSc.

Its spin multiplicity is 5. As for the total charge: +4. The lowest unoccupied orbital energy (spin up / spin down) is -16.34 / -16.19 eV. The calculation puts the orbital gap (spin up / spin down) at 6.1027 / 6.2496 eV. The highest occupied orbital energy (spin up / spin down) is -0.8246 / -0.8246 Ha.

Element x y z (Å)
Pm1 2.088 2.674 -4.099
Sc1 0.610 -0.352 -0.386
Cl1 1.323 -2.079 -1.637
Cl2 0.427 4.025 -2.798
S1 2.264 0.305 1.307
O1 0.296 0.205 -5.929
O2 -0.368 4.042 -6.136
O3 -2.550 -1.810 -0.818
N1 0.934 -0.974 3.334
N2 -0.378 -0.257 1.729
C1 -0.383 -1.527 3.667
C2 0.993 0.909 -5.322
C3 -1.314 -0.907 2.659
C4 0.939 -0.242 2.206
C5 0.493 3.476 -5.587
C6 -1.545 -1.234 -0.694
H1 1.802 -1.253 3.799
H2 -0.372 -2.619 3.568
H3 -1.936 -1.617 2.098
H4 -0.731 0.618 1.263
H5 -0.639 -1.262 4.693
H6 -1.952 -0.120 3.084

Mulliken atomic charge list, values in e, 2 entries:
1 Pm 2.0594
2 Sc 0.7776

Entry 5:
ORCA calculation (ωB97M-V with the def2-TZVPD basis set) on an isolated molecule of C6H6Cl2OS.

The lowest unoccupied orbital energy is 0.64 eV. The calculation puts the orbital gap at 9.3001 eV. The highest occupied orbital energy is -0.3182 Ha.

Element x y z (Å)
Cl1 -1.610 -1.582 0.709
Cl2 -3.063 -0.934 -1.610
S1 0.194 1.568 1.341
O1 -0.427 -0.083 -2.294
C1 -0.748 0.561 -1.095
C2 2.079 -0.218 1.144
C3 1.334 -0.366 -0.007
C4 1.638 0.757 1.932
C5 0.276 0.578 -0.037
C6 -2.179 -0.250 -0.290
H1 -0.148 -0.960 -2.237
H2 -1.043 1.558 -1.518
H3 1.411 -1.224 -0.644
H4 -2.635 0.477 0.431
H5 2.787 -0.920 1.332
H6 2.135 1.039 2.844

Mulliken atomic charge list, values in e, 2 entries:
1 Cl -0.1391
2 Cl -0.1342

Entry 6:
ORCA calculation (ωB97M-V with the def2-TZVPD basis set) on an isolated molecule of C6H6Cl4Si.

The lowest unoccupied orbital energy is -0.25 eV. The calculation puts the orbital gap at 8.6880 eV. The highest occupied orbital energy is -0.3283 Ha.

Element x y z (Å)
Cl1 1.011 -2.509 -1.242
Cl2 3.792 1.483 0.349
Cl3 3.534 -1.639 1.151
Cl4 0.877 2.789 -0.598
Si1 -1.673 0.369 -0.904
C1 1.024 -1.277 0.113
C2 2.409 0.525 0.051
C3 0.230 0.021 -0.503
C4 2.317 -0.762 0.404
C5 -2.757 0.109 0.639
C6 1.127 1.019 -0.492
H1 0.427 -1.643 0.959
H2 -2.109 -0.406 1.330
H3 -3.650 -0.435 0.569
H4 -2.940 1.054 1.195
H5 -1.822 -0.518 -2.067
H6 -1.797 1.819 -0.955

Mulliken atomic charge list, values in e, 2 entries:
1 Cl -0.1729
2 Cl -0.1698

Entry 7:
ORCA calculation (ωB97M-V with the def2-TZVPD basis set) on an isolated molecule of C6H6ClN.

The lowest unoccupied orbital energy is 0.92 eV. The calculation puts the orbital gap at 9.3993 eV. The highest occupied orbital energy is -0.3116 Ha.

Element x y z (Å)
Cl1 2.070 1.577 1.712
N1 0.231 -0.547 -0.302
C1 -0.515 -0.836 -1.397
C2 0.723 0.441 1.466
C3 -1.361 0.243 -1.571
C4 -0.144 0.638 0.235
C5 1.109 -0.927 0.803
C6 -1.151 1.189 -0.516
H1 -1.674 2.101 -0.379
H2 0.210 0.332 2.433
H3 -0.401 -1.753 -1.976
H4 -2.045 0.362 -2.379
H5 2.176 -1.009 0.525
H6 0.772 -1.810 1.345

Mulliken atomic charge list, values in e, 2 entries:
1 Cl -0.2162
2 N 0.2137

Entry 8:
ORCA calculation (ωB97M-V with the def2-TZVPD basis set) on the ion C6H6ClN2O3S with charge -1.

As for the total charge: -1. The lowest unoccupied orbital energy is 3.54 eV. The calculation puts the orbital gap at 8.7503 eV. The highest occupied orbital energy is -0.1916 Ha.

Element x y z (Å)
Cl1 -2.621 0.895 0.306
S1 -0.227 0.698 1.811
O1 0.114 2.047 1.479
O2 0.860 -0.242 1.811
O3 -1.144 0.537 2.891
N1 -0.284 1.148 -1.165
N2 0.621 -1.013 -0.777
C1 1.741 -0.652 -1.353
C2 0.895 1.479 -1.736
C3 -1.259 -0.214 0.473
C4 -1.665 -1.599 1.014
C5 -0.282 -0.028 -0.647
C6 2.029 0.649 -1.837
H1 3.023 0.906 -2.150
H2 1.019 2.561 -2.097
H3 -1.801 -1.583 2.110
H4 -0.888 -2.248 0.820
H5 -2.621 -1.886 0.540
H6 2.490 -1.455 -1.494

Mulliken atomic charge list, values in e, 2 entries:
1 Cl -0.2241
2 S 1.1329

Entry 9:
ORCA calculation (ωB97M-V with the def2-TZVPD basis set) on a structure of composition C6H6ClNS.

The lowest unoccupied orbital energy is 0.83 eV. The calculation puts the orbital gap at 10.0926 eV. The highest occupied orbital energy is -0.3402 Ha.

Element x y z (Å)
Cl1 0.163 2.762 0.164
S1 -2.669 1.330 0.039
N1 -3.608 0.100 -0.044
C1 0.137 1.030 -0.082
C2 1.343 0.437 -0.718
C3 1.219 0.300 0.755
C4 -2.947 -1.032 -0.099
C5 -1.194 0.451 -0.053
C6 -1.539 -0.877 -0.089
H1 1.916 0.686 1.538
H2 1.165 -0.309 -1.453
H3 -3.531 -1.915 -0.134
H4 1.901 1.277 -1.099
H5 -0.664 -1.540 -0.204
H6 1.017 -0.751 1.031

Mulliken atomic charge list, values in e, 2 entries:
1 Cl -0.2644
2 S 0.1281

Entry 10:
ORCA calculation (ωB97M-V with the def2-TZVPD basis set) on an isolated molecule of C6H6F2.

The lowest unoccupied orbital energy is -0.11 eV. The calculation puts the orbital gap at 8.3890 eV. The highest occupied orbital energy is -0.3124 Ha.

Element x y z (Å)
F1 0.552 -1.177 1.181
F2 -3.377 -0.948 -0.286
C1 -2.041 -0.578 -0.106
C2 1.356 -0.350 0.109
C3 -0.531 1.188 0.379
C4 0.741 0.906 -0.027
C5 -1.715 0.482 0.631
C6 2.523 -0.781 -0.364
H1 -0.697 2.207 0.276
H2 2.855 -1.813 -0.118
H3 -2.630 0.901 1.080
H4 3.315 -0.343 -1.111
H5 -1.590 -1.280 -0.732
H6 1.239 1.587 -0.910

Mulliken atomic charge list, values in e, 2 entries:
1 F -0.3307
2 F -0.2621

Entry 11:
ORCA calculation (ωB97M-V with the def2-TZVPD basis set) on a structure of composition C6H6FKLiO6.

Its spin multiplicity is 2. The lowest unoccupied orbital energy (spin up / spin down) is -0.49 / -0.36 eV. The calculation puts the orbital gap (spin up / spin down) at 3.4643 / 6.8022 eV. The highest occupied orbital energy (spin up / spin down) is -0.1454 / -0.2634 Ha.

Element x y z (Å)
K1 -0.843 0.185 2.588
F1 -2.642 -0.898 -3.377
O1 1.747 -0.870 1.969
O2 3.143 0.254 0.640
O3 -1.814 -0.579 -1.295
O4 -1.096 1.298 -2.110
O5 -1.762 1.215 0.024
O6 1.902 -1.338 -0.187
C1 2.321 -0.735 0.901
C2 2.485 -0.746 -1.392
C3 -0.479 0.232 -2.949
C4 3.446 0.266 -0.787
C5 -1.663 0.725 -1.111
C6 -1.436 -0.874 -2.638
Li1 -2.058 3.134 0.222
H1 -1.056 -1.899 -2.699
H2 -0.560 0.568 -3.987
H3 3.251 1.297 -1.115
H4 4.505 0.033 -0.931
H5 3.036 -1.582 -1.845
H6 1.425 -0.362 -2.166

Mulliken atomic charge list, values in e, 2 entries:
1 K 0.6634
2 F -0.3434

Entry 12:
ORCA calculation (ωB97M-V with the def2-TZVPD basis set) on an isolated molecule of C6H6FNO2.

The lowest unoccupied orbital energy is 0.45 eV. The calculation puts the orbital gap at 10.6831 eV. The highest occupied orbital energy is -0.3762 Ha.

Element x y z (Å)
F1 -0.431 1.918 1.496
O1 1.044 2.871 -0.276
O2 -0.081 1.793 -1.769
N1 0.335 1.980 -0.653
C1 -1.362 0.217 0.153
C2 1.022 0.170 0.820
C3 0.121 -1.761 -0.375
C4 -0.174 1.020 0.504
C5 -1.223 -1.064 -0.245
C6 1.105 -1.094 0.476
H1 -2.164 -1.598 -0.708
H2 1.826 0.797 1.477
H3 -2.282 0.791 -0.066
H4 2.099 -1.691 0.692
H5 0.257 -1.488 -1.427
H6 -0.093 -2.860 -0.099

Mulliken atomic charge list, values in e, 2 entries:
1 F -0.3272
2 O -0.5708

Entry 13:
ORCA calculation (ωB97M-V with the def2-TZVPD basis set) on the ion C6H6FO2 with charge -1.

As for the total charge: -1. The lowest unoccupied orbital energy is 3.88 eV. The calculation puts the orbital gap at 8.1666 eV. The highest occupied orbital energy is -0.1576 Ha.

Element x y z (Å)
F1 -1.284 0.716 0.663
O1 1.130 1.155 2.042
O2 2.273 -0.004 0.553
C1 -0.480 -1.743 0.508
C2 -1.041 -2.464 1.251
C3 -0.248 -0.875 -0.677
C4 1.228 0.533 0.998
C5 -0.030 0.560 -0.025
C6 0.101 1.680 -1.053
H1 -1.155 -0.849 -1.279
H2 0.491 -1.267 -1.266
H3 -0.239 2.709 -0.513
H4 1.070 1.551 -1.489
H5 -1.135 -3.176 2.068
H6 -0.680 1.475 -1.780

Mulliken atomic charge list, values in e, 2 entries:
1 F -0.3703
2 O -0.7050

Entry 14:
ORCA calculation (ωB97M-V with the def2-TZVPD basis set) on the ion C6H6N with charge +1.

As for the total charge: +1. The lowest unoccupied orbital energy is -6.24 eV. The calculation puts the orbital gap at 8.0348 eV. The highest occupied orbital energy is -0.5247 Ha.

Element x y z (Å)
N1 1.328 -0.564 0.387
C1 -1.098 -0.875 -0.195
C2 -0.707 1.366 0.101
C3 0.414 1.807 0.067
C4 2.020 0.454 -0.272
C5 0.153 -0.950 0.081
C6 -1.832 0.446 0.143
H1 1.718 -0.861 1.286
H2 1.952 0.511 -1.347
H3 -2.586 0.635 -0.623
H4 2.914 0.810 0.214
H5 -1.688 -1.644 -0.673
H6 -2.317 0.401 1.121

Mulliken atomic charge list, values in e, 2 entries:
1 N -0.1118
2 C -0.3785

Entry 15:
ORCA calculation (ωB97M-V with the def2-TZVPD basis set) on the ion C6H6N with charge +1.

As for the total charge: +1. The lowest unoccupied orbital energy is -6.91 eV. The calculation puts the orbital gap at 5.7530 eV. The highest occupied orbital energy is -0.4654 Ha.

Element x y z (Å)
N1 -1.718 0.988 0.060
C1 -1.944 -0.459 0.049
C2 -0.493 1.330 -0.048
C3 3.105 0.223 0.034
C4 -0.561 -0.945 0.188
C5 1.765 0.249 -0.001
C6 0.301 0.146 0.041
H1 3.680 -0.190 -0.899
H2 -2.186 -0.832 -0.958
H3 3.658 0.661 0.942
H4 -0.311 -1.911 0.093
H5 -2.798 -0.862 0.653
H6 -2.498 1.603 -0.155

Mulliken atomic charge list, values in e, 2 entries:
1 N 0.0375
2 C -0.4790